<P>
14
Properties=species:S:1:pos:R:3 method="wB97M-V/def2-TZVPD" molar_mass_g_mol=119.09 e_homo_ev="-4.568 / -8.811" e_lumo_ev="0.42 / -4.08" total_charge=0 spin_multiplicity=3 s_squared=2.017
C 0.568 -0.239 0.259
C -0.355 0.836 -0.361
C 0.005 -1.555 -0.142
C -1.565 1.262 -0.012
N 1.982 -0.269 -0.019
O -1.032 -1.999 0.182
O -2.377 0.592 0.823
F 2.635 0.917 0.443
H 0.501 -0.290 1.392
H 0.230 1.429 -1.134
H 0.683 -2.034 -0.855
H -1.867 2.031 -0.712
H 2.353 -0.526 -1.012
H -1.760 -0.156 1.148



<Q>
14
Properties=species:S:1:pos:R:3 method="wB97M-V/def2-TZVPD" molar_mass_g_mol=119.09 e_homo_ev="-6.439 / -12.050" e_lumo_ev="0.52 / -4.80" total_charge=0 spin_multiplicity=3 s_squared=2.010
C -2.066 1.410 -0.088
C 0.715 -0.209 1.493
C -2.647 -0.842 -0.082
C -2.315 0.342 -1.037
N -1.841 2.225 0.698
O -1.927 -1.700 0.206
O -1.143 0.088 -1.733
F -3.979 -0.831 0.227
H 0.798 -1.121 2.149
H -0.302 0.260 1.411
H 1.282 0.672 1.841
H -3.173 0.356 -1.741
H 1.062 -0.469 0.498
H -0.406 -0.306 -1.168



Which structure is the least stable? The one labeled <P>.